[1]
{"formula": "C16H14N2O3S", "method": "ωB97M-V/def2-TZVPD", "smiles": "Cc1ccc2oc(=O)c(CC(=O)c3sc(C)nc3C)nc2c1", "relative_energy_ev": 1.681, "e_tot_ev": -36776.708, "species": ["C", "C", "H", "C", "C", "H", "C", "S", "H", "C", "C", "N", "C", "H", "O", "C", "C", "H", "H", "O", "H", "C", "H", "H", "C", "C", "C", "H", "N", "C", "H", "H", "O", "C", "H", "H"], "xyz": [[-1.6060, -2.4862, 1.6936], [-2.4482, -2.7597, 2.9032], [-1.6186, 4.3600, -0.0342], [-1.0210, -1.7129, -0.3227], [-1.3122, -0.9581, -1.5534], [-0.4480, -0.4425, -2.0063], [3.8571, 0.4934, 1.1940], [0.0596, -2.9447, 1.6910], [-3.4059, -2.2279, 2.8471], [0.5510, 2.7282, -0.0190], [-0.6749, 4.9319, -0.0116], [1.6729, 0.6095, 0.0731], [2.6892, 2.5196, 1.1376], [-1.9443, -2.4131, 3.7579], [4.8229, -0.2428, 1.4356], [1.5339, 4.6328, 1.0716], [1.4316, -2.0264, -0.5743], [3.6048, -1.8216, -0.4309], [-0.8240, 5.7001, 0.7539], [3.7775, 1.8122, 1.5785], [-0.5267, 5.3888, -0.9768], [0.4735, 4.0609, 0.3401], [-0.2302, 2.2487, -0.5357], [-2.6998, -3.8322, 3.0196], [1.6342, 1.9261, 0.3952], [2.6336, 3.8463, 1.4433], [2.7257, -0.1134, 0.4441], [2.7983, -2.1302, 1.0844], [-2.0578, -1.9198, 0.5800], [2.7046, -1.5910, 0.1389], [1.4771, 5.6707, 1.2760], [-2.1172, -0.2166, -1.3544], [1.5803, -2.4609, -1.7426], [0.2043, -2.2101, 0.0837], [3.4615, 4.2664, 2.0068], [-1.7086, -1.6350, -2.3368]], "forces_ev_per_angstrom": [[-0.87, 0.21, -1.24], [-1.16, -0.70, -1.13], [0.37, 0.16, -0.18], [0.48, -0.89, 1.20], [-0.64, 0.57, -1.18], [-0.22, -0.32, 0.45], [1.91, -2.22, 0.20], [-0.18, 1.04, -1.07], [0.31, -0.04, -0.24], [1.21, 0.07, 1.14], [-1.12, -0.28, 0.38], [1.88, -2.71, 0.27], [-1.19, -0.41, -0.70], [0.66, 0.27, 1.27], [-1.77, 2.45, -0.01], [0.26, -1.95, -0.65], [3.25, -2.12, -3.74], [-0.25, -0.24, -0.23], [0.14, 0.04, -0.26], [0.08, -1.55, -0.61], [-0.06, 0.31, -0.34], [0.91, 0.14, 0.54], [-0.85, -0.52, -0.67], [0.33, 0.47, -0.07], [0.75, 1.59, 0.49], [-0.18, 1.59, 0.46], [-3.04, 2.00, -0.54], [0.04, -0.04, 0.13], [1.22, -0.32, 1.35], [0.19, 0.92, 0.56], [0.18, 0.78, 0.43], [0.56, -0.45, -0.05], [-0.61, 1.50, 2.03], [-2.67, 0.35, 1.69], [-0.11, 0.06, -0.06], [0.18, 0.24, 0.39]]}

=====

[2]
{"formula": "C2H3N3O", "method": "ωB97M-V/def2-TZVPD", "smiles": "O=c1[nH]cn[nH]1", "relative_energy_ev": 0.484, "e_tot_ev": -8640.011, "species": ["H", "H", "C", "O", "C", "N", "N", "N", "H"], "xyz": [[-0.8506, 0.5031, 2.1649], [-1.1952, -1.5760, 0.1244], [0.0664, -0.3900, -0.9154], [0.2066, -0.9751, -1.9708], [-0.3932, 0.3655, 1.1750], [0.7070, 0.7951, -0.5941], [0.4705, 1.1976, 0.7068], [-0.6785, -0.6896, 0.2079], [1.6671, 0.7694, -0.8986]], "forces_ev_per_angstrom": [[0.17, -0.48, -0.74], [0.07, 1.02, 1.03], [0.36, 0.23, -0.18], [-0.42, -0.31, 0.53], [-0.33, -1.03, -0.86], [0.44, -0.24, 0.05], [-0.54, -0.70, 0.17], [0.09, 0.72, 0.09], [0.15, 0.79, -0.09]]}

=====

[3]
{"formula": "C4H6O2", "method": "ωB97M-V/def2-TZVPD", "smiles": "O=C[C@@H]1C[C@@H]1O", "relative_energy_ev": 2.174, "e_tot_ev": -8338.287, "species": ["O", "H", "H", "C", "H", "H", "C", "C", "H", "C", "O", "H"], "xyz": [[0.9380, 1.6416, -0.6246], [-1.0798, 1.6371, -0.0222], [0.1470, -0.8095, -1.3518], [-0.2243, 0.9934, -0.2331], [-0.8813, 0.0286, 1.6036], [-1.6384, -0.5821, -1.0789], [0.7532, -1.2171, 1.0058], [-0.2278, -0.1394, 0.7425], [1.3751, -1.4793, 0.1288], [-0.6372, -0.3250, -0.7564], [0.7188, -1.9040, 2.0005], [0.7154, 2.1341, -1.4259]], "forces_ev_per_angstrom": [[0.02, 0.03, -0.31], [0.32, 0.22, 0.05], [-0.32, -0.01, 0.45], [-0.36, -0.09, 0.14], [-0.27, -0.49, -0.62], [-0.06, 0.28, 0.17], [0.03, -0.14, 0.19], [-0.04, -0.21, 0.08], [0.41, 0.03, 0.32], [-0.19, 0.03, -0.16], [0.22, 0.40, -0.38], [0.25, -0.05, 0.09]]}

=====

[4]
{"formula": "C3H4N2O", "method": "ωB97M-V/def2-TZVPD", "relative_energy_ev": 7.232, "e_tot_ev": -8196.653, "species": ["C", "C", "H", "H", "N", "H", "O", "H", "N", "C"], "xyz": [[-3.0549, -0.2175, -0.0602], [-1.7190, -0.4396, -0.3262], [-1.7730, 1.8634, -0.0983], [-0.0358, -1.1540, -1.3238], [0.1583, -1.3418, -0.3659], [0.5475, -0.7015, 1.2364], [-4.1778, -0.4416, 0.2364], [1.5349, 0.1243, 0.1741], [1.0177, -0.6526, 0.3916], [-2.0356, 0.8561, -0.0984]], "forces_ev_per_angstrom": [[-0.25, 1.77, 0.97], [3.72, 0.03, -0.06], [0.54, 1.41, 0.26], [1.36, 0.64, -1.35], [-3.29, -0.57, 0.59], [0.33, 0.35, 2.60], [-1.07, -0.75, -0.21], [0.84, 2.53, -1.13], [-1.33, -2.43, -0.90], [-0.85, -2.97, -0.76]]}

=====

[5]
{"formula": "C9H14", "method": "ωB97M-V/def2-TZVPD", "smiles": "C[C@H]1C[C@@H]1/C=C/C1CC1", "relative_energy_ev": 3.247, "e_tot_ev": -9556.934, "species": ["H", "H", "H", "H", "H", "H", "C", "H", "C", "H", "C", "C", "C", "H", "H", "C", "C", "H", "H", "C", "C", "H", "H"], "xyz": [[2.6432, 1.2900, 1.0858], [-2.8477, -2.1675, -0.0930], [0.6924, -1.3970, -0.6105], [2.8679, -0.1944, -1.6850], [-4.1653, -1.0378, -0.3235], [2.7827, -1.3146, 1.2141], [-3.1975, -1.1439, 0.1345], [-3.0734, 1.5371, 0.7840], [-2.2395, -0.0741, -0.4228], [0.2612, 1.6820, -0.4214], [-1.1652, 0.4514, 0.4875], [2.4672, -0.1271, -0.6735], [3.2144, 0.7320, 0.3082], [4.3012, -1.1248, 0.2000], [-2.3432, 2.1100, -0.7351], [3.3055, -0.8064, 0.4173], [0.9851, -0.2953, -0.5638], [4.0815, 1.2877, -0.0791], [-3.3152, -1.0898, 1.1714], [-2.3764, 1.2989, 0.0084], [0.1294, 0.6551, -0.2102], [-1.8585, -0.2533, -1.4150], [-1.1496, -0.0180, 1.4218]], "forces_ev_per_angstrom": [[0.40, -0.57, -0.83], [0.00, 0.43, 0.03], [0.00, 1.49, 0.50], [0.10, 0.05, 0.18], [-0.55, 0.02, -0.19], [-0.01, 0.11, 0.07], [0.96, -0.27, -2.18], [-0.53, -0.14, 0.29], [-0.90, -2.37, 0.48], [1.25, 1.11, 0.13], [-0.65, 0.55, -3.20], [0.34, -0.12, -0.38], [-0.50, 0.24, 0.51], [0.20, -0.70, -0.34], [0.71, -0.39, 0.44], [-0.31, 1.86, -0.43], [0.33, -1.72, 0.51], [-0.35, -0.48, 0.34], [-0.10, 0.35, 1.71], [0.49, 1.06, 0.58], [-0.53, -0.42, 0.57], [-0.31, -0.01, -0.30], [-0.03, -0.08, 1.49]]}

=====

[6]
{"formula": "C20H17N5O4", "method": "ωB97M-V/def2-TZVPD", "smiles": "CCCn1nc(C(=O)OCn2nnc3ccccc3c2=O)c2ccccc2c1=O", "relative_energy_ev": 0.000, "e_tot_ev": -36655.932, "species": ["N", "C", "C", "N", "H", "C", "C", "C", "H", "O", "N", "H", "H", "H", "O", "C", "C", "H", "H", "H", "C", "H", "C", "O", "C", "N", "H", "H", "C", "C", "H", "C", "H", "O", "C", "H", "C", "C", "C", "C", "N", "C", "C", "H", "H", "H"], "xyz": [[-0.0489, 2.8610, -1.2750], [-2.3704, 2.3377, -1.8951], [-1.5963, -3.2607, 1.3366], [-0.4310, -1.3284, 1.0544], [-1.5682, 0.5721, -0.9198], [0.7516, 3.2238, -2.3557], [4.6261, 1.5186, -2.3395], [-1.8122, -4.3753, 3.4837], [-2.5690, -4.2033, -0.3145], [2.5194, -0.3137, 0.8894], [-0.1226, -1.3082, 2.3485], [-1.5835, -4.3954, 4.5381], [-2.9532, -6.1762, 3.4707], [1.7030, -0.5979, 3.0679], [0.7938, 0.7828, 1.8275], [3.7536, 1.1971, -1.3243], [2.4670, 1.7487, -1.3041], [4.0459, 0.5150, -0.5433], [-1.4507, 4.2919, -1.7407], [-2.9689, 1.2716, -0.1182], [1.6860, 0.5535, 0.8353], [5.6163, 1.0877, -2.3481], [1.4803, 1.4986, -0.2823], [0.3294, 3.9737, -3.2143], [-0.5111, -2.2555, 3.2993], [0.3074, 2.0555, -0.3073], [4.9462, 2.6365, -4.1442], [-3.3416, 2.8222, -2.0097], [0.7100, -0.2001, 2.8094], [-1.3195, -3.3197, 2.7159], [2.6639, 3.6275, -4.1272], [4.2487, 2.3942, -3.3567], [-1.6842, 3.4547, -0.1707], [-0.1792, -2.1376, 4.4590], [-1.4200, 3.3317, -1.2218], [-1.9911, 2.1122, -2.8937], [-2.5694, -5.3560, 2.8831], [2.0894, 2.6336, -2.3335], [2.9887, 2.9469, -3.3549], [-2.3683, -4.2658, 0.7429], [-1.1216, -2.2306, 0.5606], [-2.8455, -5.2991, 1.5155], [-2.5274, 1.0553, -1.0882], [-3.1744, 0.3569, -1.6128], [0.2421, 0.2399, 3.6956], [-3.4408, -6.0776, 1.0621]], "forces_ev_per_angstrom": [[0.21, 0.32, -0.39], [0.11, 0.03, 0.22], [-0.01, -0.43, 1.24], [0.54, 0.87, -0.42], [-0.01, -0.11, 0.04], [0.01, 0.06, -0.02], [-0.05, 0.00, 0.07], [0.03, 0.04, 0.00], [-0.02, 0.01, -0.12], [-0.12, 0.18, -0.09], [-0.37, -0.61, 0.57], [0.01, -0.02, 0.09], [-0.02, -0.06, 0.05], [-0.33, 0.15, -0.03], [-0.08, 0.13, 0.08], [0.10, -0.07, 0.05], [-0.05, 0.27, -0.39], [0.03, -0.04, 0.02], [0.02, -0.11, 0.16], [-0.04, -0.03, 0.16], [0.03, -0.26, 0.30], [0.07, -0.04, 0.02], [-0.43, 0.41, -0.32], [0.03, -0.01, -0.09], [-0.03, 0.10, -0.31], [0.48, -0.65, 0.78], [0.04, 0.03, -0.07], [0.00, 0.04, -0.08], [0.57, -0.02, 0.57], [-0.16, -0.08, -0.49], [-0.02, 0.05, -0.06], [-0.09, 0.06, -0.05], [0.09, 0.05, -0.05], [0.06, -0.01, 0.16], [-0.56, 0.19, -0.31], [-0.04, 0.09, -0.06], [0.07, 0.06, 0.14], [0.30, -0.30, 0.21], [-0.06, 0.03, 0.02], [0.09, 0.11, 0.05], [-0.39, -0.26, -1.02], [0.02, 0.06, -0.11], [0.00, 0.07, -0.21], [-0.07, -0.12, 0.00], [0.11, -0.09, -0.26], [-0.04, -0.05, -0.05]]}